Record 1
116
Properties=species:S:1:pos:R:3 method="wB97M-V/def2-TZVPD" spin_multiplicity=5 molar_mass_g_mol=973.91 charge=+1 lumo_ev="-3.6783 / -6.0867"
C 0.413 -2.403 0.322
O 4.734 -2.311 -6.976
O 2.667 -2.208 -7.565
H 5.459 -2.260 1.923
C -5.247 0.715 -2.482
C 2.187 4.981 0.864
C -1.476 -1.832 3.232
C 0.582 1.965 -3.037
C 3.866 -1.182 -3.183
C 0.475 4.102 2.441
H -1.119 -6.525 1.280
H 2.219 3.067 3.235
H -3.326 -0.220 4.530
H 0.047 -5.489 2.102
C 1.498 -1.343 -3.748
C 0.959 3.816 -1.357
H -0.539 -1.801 -4.172
C -0.266 5.412 2.740
H -1.588 -4.899 1.807
C -3.642 -0.599 3.562
H -2.859 1.330 -3.810
C -1.830 3.170 0.485
H -1.095 -1.480 4.190
H -0.636 -2.012 2.558
C -2.431 -0.793 2.643
H 2.114 4.762 3.703
H -1.901 0.160 2.578
C 0.743 0.688 3.087
H -1.836 0.301 -2.800
H -1.772 3.058 -2.017
C 0.864 -5.767 -0.477
H 1.200 -5.402 -1.444
C -3.593 -2.359 1.069
C -1.215 3.716 -2.675
C 1.069 4.181 1.052
C 0.284 3.413 -2.655
H -5.937 0.671 -1.642
H -0.253 3.286 2.483
C -4.209 -2.636 -0.134
N 1.608 0.098 2.294
H 2.161 0.276 6.120
H 0.733 4.039 -3.436
H -5.479 -0.100 -3.161
C -3.619 -0.448 -0.962
H -1.600 3.581 -3.683
C 4.113 -1.031 4.765
C 4.768 -1.737 2.566
H -5.410 1.646 -3.019
C 2.716 5.173 -0.395
H -4.159 -1.541 3.717
H -4.757 -1.880 -2.052
H -0.121 1.126 2.614
C 2.959 -0.418 4.238
C 1.535 3.862 3.519
H 2.641 5.474 1.707
O -0.372 -1.250 -2.261
C 2.723 -0.440 2.833
H 0.298 1.286 -2.230
H -3.647 -3.067 1.882
C -4.235 -1.679 -1.132
N 3.558 -2.131 -6.746
C 4.973 -1.715 3.939
H 0.033 1.689 -3.937
C -1.487 -5.021 -0.971
H 1.696 -5.708 0.220
C 2.088 4.615 -1.488
H -1.034 5.613 1.996
H -1.986 -2.776 3.404
C -3.797 0.636 -1.999
C 3.693 -1.066 1.984
H 4.627 -0.967 -2.452
H 0.424 6.252 2.752
H 0.579 -6.810 -0.583
H -3.119 -0.418 -3.771
H 4.303 -0.965 5.823
H -4.723 -3.573 -0.280
C -2.752 2.157 0.588
B -0.726 1.207 0.085
H 1.647 1.845 -3.235
H 2.477 4.810 -2.475
C 4.202 -1.589 -4.437
C -0.778 -5.498 1.395
H 5.232 -1.750 -4.718
N 3.558 -0.970 0.654
H 4.215 -1.410 0.035
H 5.837 -2.216 4.347
H 0.149 1.290 5.059
H -1.163 -4.681 -1.952
C 0.125 -1.455 -3.358
H 1.113 -1.900 -5.792
C 1.869 -1.697 -5.047
H -3.800 2.237 0.813
H -1.394 4.748 -2.380
C -2.926 -1.158 1.264
H 1.057 3.586 4.457
H -1.830 -6.049 -1.065
O 2.273 -0.397 -1.688
N -0.620 2.667 0.136
H -3.556 1.602 -1.542
N -2.145 0.974 0.350
Pt 0.575 -0.414 -0.062
H -4.348 0.101 3.122
C 3.196 -1.792 -5.398
C -0.330 -4.953 0.033
H 3.591 5.786 -0.531
C -2.885 -0.234 0.214
C 0.898 0.785 4.472
C 2.506 -0.950 -2.797
H 2.794 -0.431 0.253
C 0.489 3.544 -0.061
H -0.743 5.355 3.715
H -2.318 -4.398 -0.647
C -2.842 0.448 -3.175
H -1.999 4.222 0.611
C 0.050 -3.554 0.179
C 2.007 0.230 5.052



Record 2
154
Properties=species:S:1:pos:R:3 method="wB97M-V/def2-TZVPD" molar_mass_g_mol=1498.91 smiles="CCOC(=O)C(F)(F)F.CCOC(=O)C(F)(F)F.CCOC(=O)C(F)(F)F.CCOC(=O)C(F)(F)F.CCOC(=O)C(F)(F)F.CCOC(=O)C(F)(F)F.CCOC(=O)C(F)(F)F.CCOC(=O)C(F)(F)F.CCOC(=O)C(F)(F)F.Oc1ccc(O)cc1.Oc1ccc(O)cc1" lumo_ev=0.0836
F 19.324 15.158 16.185
H 16.060 15.171 19.289
H 18.111 15.715 20.951
O 18.237 8.942 24.813
H 15.560 10.698 13.315
C 15.140 14.034 14.515
H 16.177 10.064 11.894
F 20.671 9.597 25.275
C 14.990 10.515 23.535
H 23.428 19.047 11.823
C 16.207 9.898 12.951
C 15.702 13.151 9.461
C 17.536 8.414 17.923
C 20.360 9.258 23.951
H 15.318 14.803 13.796
F 25.023 15.065 13.278
C 17.468 16.854 23.136
H 19.562 11.611 11.170
C 17.482 7.294 22.884
H 22.100 17.360 10.629
F 16.745 6.181 18.124
H 13.142 10.451 22.462
O 22.954 11.460 20.587
C 14.229 10.613 22.409
F 21.530 14.615 20.701
H 14.480 9.020 16.339
H 14.176 11.002 20.303
C 14.475 12.791 14.005
F 22.914 15.048 13.943
O 18.269 16.096 23.497
C 14.806 10.905 21.163
H 15.233 16.526 20.175
H 21.003 12.575 10.893
H 16.734 16.923 19.331
H 11.142 8.979 16.579
C 16.159 11.193 21.101
C 17.022 15.711 21.072
C 17.331 7.076 17.300
H 24.965 11.132 20.308
H 23.038 8.902 19.398
C 26.276 12.221 15.696
C 20.088 10.626 16.867
H 24.044 11.091 18.869
F 20.462 12.719 20.350
H 17.772 9.778 14.440
O 22.378 14.839 11.007
H 24.772 8.785 19.819
O 18.456 9.083 17.346
F 15.852 13.831 8.361
C 27.224 11.356 16.421
C 17.184 14.711 15.259
O 25.569 11.483 14.609
H 11.060 11.595 17.019
H 15.831 8.866 13.199
H 18.423 10.978 18.204
O 16.882 11.345 19.921
H 24.643 19.027 10.640
F 20.804 8.874 10.989
C 24.559 10.695 14.995
C 17.383 6.429 21.642
F 24.187 8.805 13.664
F 22.530 10.023 13.888
H 12.504 13.463 17.464
O 17.907 13.754 9.929
F 20.327 10.358 23.180
C 16.993 12.919 10.308
F 21.508 13.001 22.226
C 23.869 10.090 13.750
C 21.545 13.241 20.900
H 14.974 12.359 13.086
H 20.462 11.674 17.137
O 18.874 7.641 23.050
O 12.006 9.122 16.148
H 16.733 14.769 21.549
C 20.202 7.864 11.748
H 14.498 12.028 14.758
H 16.936 8.190 22.761
F 21.341 8.461 23.553
C 17.626 10.042 13.407
F 19.332 7.229 10.897
O 18.461 9.154 12.600
H 23.599 8.975 21.063
C 23.210 15.390 11.692
O 15.149 13.248 17.843
C 23.585 18.875 10.783
O 16.972 12.170 11.267
F 16.963 19.154 22.820
H 20.144 12.075 9.517
F 18.204 13.413 16.930
C 14.069 9.998 16.638
O 23.711 16.613 11.582
F 24.123 10.720 12.627
F 15.826 18.049 24.345
H 17.156 6.800 23.842
C 18.531 14.174 15.846
H 19.633 9.745 18.774
O 16.841 8.812 18.845
H 16.002 10.946 17.182
H 25.538 12.631 16.379
C 17.038 18.186 23.795
C 16.232 16.109 19.857
O 24.132 10.529 16.126
F 23.716 13.396 12.775
O 20.104 8.616 14.032
O 16.414 13.660 14.961
C 16.927 11.190 22.298
C 14.326 12.283 17.370
H 27.542 10.638 15.722
H 19.567 10.666 15.944
C 19.014 8.569 23.968
F 21.114 6.975 12.049
C 23.144 17.412 10.489
H 18.045 11.381 22.254
C 19.294 13.753 10.582
F 19.066 13.317 14.971
H 14.964 10.385 25.374
C 23.757 14.705 12.930
F 18.523 6.578 16.858
O 16.806 16.792 21.977
C 24.020 10.745 19.856
H 15.965 12.870 18.303
C 14.903 11.045 17.099
F 16.563 7.107 16.138
H 26.731 10.949 17.300
F 15.049 11.983 9.189
H 17.936 5.470 21.822
H 20.989 10.103 16.771
F 17.899 18.551 24.762
F 14.860 13.883 10.196
H 16.828 10.484 19.468
C 20.019 12.421 10.543
C 16.391 10.822 23.489
O 14.312 10.288 24.686
H 13.442 13.052 13.885
O 16.972 15.851 15.084
H 16.331 6.218 21.457
C 22.770 12.694 20.178
H 19.904 14.521 10.121
C 23.832 9.284 20.034
C 12.904 12.476 17.309
H 23.611 17.066 9.552
H 19.137 14.081 11.630
H 18.007 11.002 13.215
C 19.105 10.164 17.942
H 14.599 14.441 15.393
H 28.092 11.897 16.809
H 16.903 10.867 24.447
O 23.389 13.279 19.324
H 23.204 19.701 10.220
C 19.567 8.582 12.995
C 12.119 11.437 16.955
C 12.724 10.218 16.650
H 26.748 13.015 15.037
H 17.796 6.945 20.761



Record 3
121
Properties=species:S:1:pos:R:3 method="wB97M-V/def2-TZVPD" molar_mass_g_mol=991.37 de_lowest_kcal_mol=5.40 charge=-1 lumo_ev=-0.7629
C -0.238 -0.171 7.061
N -0.080 2.031 10.298
H 1.644 1.101 2.244
C -1.468 1.704 -0.753
C 3.068 3.711 0.904
H -4.174 4.440 2.030
H 1.034 -4.580 -3.055
H -3.100 2.104 -1.921
H -1.405 2.104 8.657
H -3.835 -5.205 5.454
C 2.718 1.070 2.086
H 2.658 2.687 -0.952
C -3.176 3.421 -0.355
H -1.536 5.185 -1.374
H -1.506 -4.387 5.879
H -3.707 -2.320 6.594
H -2.178 1.737 10.225
C -1.000 5.380 -0.448
C -0.822 -1.354 6.576
C 1.154 -0.192 -4.760
H 5.044 4.536 1.248
Zn 0.251 0.184 0.098
C -0.817 1.145 -4.862
H 0.619 -1.318 -1.382
O -4.195 3.976 -0.717
N 0.031 -0.139 8.461
H 1.015 -1.991 -5.929
O -2.220 -3.235 0.700
N -1.741 -2.624 4.727
H 1.368 2.576 0.236
H -4.228 -3.678 4.566
C 2.760 3.533 2.391
H 2.006 0.368 8.185
C -1.104 0.064 9.309
H -0.183 3.004 10.602
H -1.377 2.031 -4.595
C 3.200 -3.256 -2.315
H -3.286 1.507 2.103
C -1.114 -1.504 5.225
H -0.170 4.681 -0.385
H -1.010 -2.145 7.282
C 1.886 -2.817 -2.166
C 4.578 3.722 0.682
H -0.965 -0.476 10.258
H -4.606 2.160 3.082
H 3.149 2.075 3.936
C -1.550 -2.239 0.962
H 1.582 -0.178 9.819
N -2.630 2.407 -1.076
N 2.204 0.166 -0.102
O -0.131 0.104 2.158
C -2.251 -3.651 5.577
C -1.866 -2.779 3.367
Se 1.307 2.276 -3.329
H -2.355 -3.678 3.022
H 1.679 3.518 2.538
H 5.750 -3.885 -2.416
H 0.051 1.437 11.127
C -1.214 2.909 1.248
C -2.434 3.792 0.910
C 5.142 2.384 1.144
O -0.640 3.104 2.309
F 0.425 2.081 6.658
C -1.924 5.238 0.754
C -0.717 -0.493 4.324
H 6.128 -3.045 -0.906
H 0.391 -3.042 -3.660
C 0.482 0.971 -4.384
C 3.955 -1.369 -1.021
C 1.245 0.426 8.964
C -1.305 1.560 9.598
H 0.995 2.553 8.567
C -4.046 2.286 2.155
H -1.389 5.500 1.669
H 4.942 0.311 0.780
H 3.176 4.368 2.968
H -4.734 2.155 1.321
H 4.797 3.877 -0.377
H 5.343 3.025 3.204
N -0.715 -0.920 -6.067
C 2.448 2.566 0.113
O -1.073 0.829 -1.510
C 0.741 -3.569 -2.774
H 3.092 0.102 2.432
H -2.781 5.908 0.640
C -0.215 0.730 4.817
H 6.224 -2.183 -2.438
H -2.818 3.836 3.014
H 2.155 -0.384 -4.403
N -0.823 1.972 0.376
H -0.597 6.389 -0.497
H -2.369 0.274 -6.069
C 1.641 -1.663 -1.461
C 4.871 2.214 2.638
H -1.982 -0.338 8.804
C 4.224 -2.517 -1.747
C 3.360 2.211 2.866
H 5.302 1.272 2.990
C 0.517 -1.084 -5.596
H -3.312 -3.825 7.528
C -3.402 3.670 2.104
C 4.502 1.222 0.378
H 3.418 -4.157 -2.870
C -0.019 0.870 6.163
C 5.663 -2.938 -1.888
C 2.980 1.201 0.577
C -3.650 -4.147 5.347
H 2.007 2.191 9.984
O -0.984 -1.467 0.152
C -1.358 0.177 -5.680
H -0.090 -3.607 -2.074
H 2.638 4.659 0.558
C -3.340 -3.335 6.566
H -0.017 1.524 4.112
H 4.813 -0.875 -0.608
C -0.720 -0.709 2.892
C 1.121 1.894 9.424
H 4.736 1.306 -0.684
C 2.641 -0.890 -0.828
H 6.228 2.362 0.969
C -1.387 -1.906 2.457